Formula: H23O11
Source: the Open Molecules 2025 dataset
Level of theory: the ωB97M-V functional and the def2-TZVPD basis

Element x y z (Å)
O -2.5375 1.3304 0.0337
H -2.0443 1.6520 -1.6477
H -3.5061 0.7824 -1.5781
O 3.2062 0.9445 2.0922
H -1.6700 1.1177 0.4009
H -2.3224 -0.1978 -2.0880
O -1.7004 3.0558 -1.7725
H 0.3719 -1.4586 -0.0150
H 0.3601 -4.1236 -0.0338
O 3.1223 -1.2538 0.5439
H 3.8937 -1.7334 0.6588
H -3.0555 -2.3463 -1.5170
O 0.8114 3.0596 1.2975
H -0.7545 -4.9108 0.5417
H 2.5325 1.5940 1.7306
O 1.6905 1.2509 -2.3747
H 1.8126 1.0626 -3.3321
H -3.1164 1.5065 0.7760
O -2.7854 0.7355 -2.2584
H -2.1634 4.0006 -1.6852
O -2.2267 -1.6269 -1.3019
H -1.5133 3.3388 -2.6990
H 2.7188 0.0316 2.2025
O 1.2248 -2.5534 2.9021
H -2.0184 -1.8442 -0.2940
H 1.6123 -3.2358 3.5071
O 0.0611 -0.9422 0.7140
H 1.1996 -1.7517 3.4380
H 0.6189 -1.0005 1.4072
O -0.5600 -4.0409 0.0718
H 3.1390 -0.2953 0.9855
H 0.7589 1.3684 -2.2267
H 0.1791 2.7769 0.6392
H 0.5158 3.9905 1.2479

Force components x, y, z for each atom (eV/Å):
O 0.2744 0.1526 0.9853
H -2.5257 -1.0228 -1.9440
H 0.7915 -0.4540 -0.7968
O -2.3397 -1.4280 -0.2312
H -0.0125 -0.3999 0.3406
H -1.2039 1.1551 0.3124
O -0.7432 4.0385 -1.5083
H 0.7815 -0.5212 -0.2685
H 2.0598 0.1792 -0.3616
O -3.2752 3.4813 0.3757
H 2.4889 -0.9052 0.6354
H 3.6432 2.9833 0.8348
O -0.8075 1.1185 -0.3173
H 0.0193 1.7502 -0.8521
H 0.8540 -1.0206 0.6779
O 0.7203 -0.1731 -0.8803
H -0.2373 0.1853 1.0052
H -0.0494 0.1503 0.3923
O 2.1397 0.7224 1.1814
H 0.5821 -3.0345 1.3861
O -3.0274 -3.7026 1.9122
H 0.7033 -1.5578 0.0274
H 0.9058 2.9377 0.6932
O 0.4682 -0.7002 0.8951
H -0.2796 0.6755 -2.9527
H -0.4811 0.9321 -0.8165
O -4.1282 1.6350 -3.1689
H 0.0015 -0.2105 0.2133
H 3.0564 -0.9293 3.1470
O -2.1560 -1.8905 1.1921
H 1.3342 -2.9318 -2.2811
H -0.4791 -0.0131 -0.1367
H -0.0167 -1.1041 -0.4789
H 0.9384 -0.0978 0.7874

- Kohn-Sham gap: 9.38 eV
- E_tot: -841.0479 Ha
- HOMO: -13.03 eV
- Charge: +1
- ΔE to the lowest compared entry with this formula, charge and spin: 6.3738 eV

Here are the Löwdin charges for atoms 1 to 4, given in e: number 1, O, carries -0.0499; number 2, H, carries 0.2235; number 3, H, carries 0.1119; number 4, O, carries -0.0842


Formula: C22H58Cl2O24P5Pb
Source: the Open Molecules 2025 dataset
Level of theory: the ωB97M-V functional and the def2-TZVPD basis

Element x y z (Å)
Pb 2.1504 1.3183 -2.2128
C -0.5978 -1.6301 -0.2261
C 0.3813 -0.9463 -1.2101
O -0.0378 -0.0754 -2.0445
O 1.5819 -0.9242 -0.9645
H -0.8246 -2.6741 -0.4424
H -1.3919 -0.9277 0.0271
H -0.0063 -1.6804 0.6880
C -0.1301 -6.1242 -1.5195
Cl 0.4100 -5.6654 0.0544
Cl -0.9558 -4.8248 -2.2448
H 0.7274 -6.4287 -2.1196
H -0.7727 -6.9749 -1.2928
C 6.8659 3.2360 -0.5625
O 6.0894 2.9047 0.5735
P 4.8017 1.8936 0.5181
O 4.1556 1.8406 -0.7993
O 5.3667 0.4358 0.9534
C 4.6283 -0.7666 0.6825
O 3.8638 2.3031 1.7498
C 4.3165 2.0502 3.0663
H 7.9233 3.1298 -0.3203
H 6.8388 4.3249 -0.6046
H 6.6681 2.7302 -1.5076
H 4.2474 -0.9786 1.6815
H 5.0867 -1.6886 0.3249
H 3.7901 -0.6783 -0.0087
H 4.5187 2.8375 3.7924
H 5.2834 1.5579 3.1704
H 3.7098 1.2892 3.5571
C -1.6928 -0.0471 -5.2374
O -1.4184 1.2785 -5.6899
P 0.0194 2.0483 -5.4985
O 0.7752 1.9311 -4.2114
O 0.7087 1.6290 -6.9059
C 1.7836 0.6973 -7.0326
O -0.3569 3.6444 -5.6768
C 0.7397 4.6271 -5.4107
H -2.6589 -0.0561 -4.7328
H -0.8911 -0.4558 -4.6223
H -1.7836 -0.6910 -6.1122
H 1.6940 -0.0483 -6.2426
H 2.7114 1.1644 -6.7022
H 1.8950 0.2883 -8.0368
H 1.7251 4.2725 -5.1087
H 0.3729 5.3537 -4.6856
H 0.7200 5.1181 -6.3837
C -0.1308 2.8371 2.9774
O -0.6448 3.1180 1.6813
P 0.2328 3.6490 0.4612
O 1.1489 2.6676 -0.0994
O -0.9201 4.2356 -0.5786
C -1.6099 3.3191 -1.4449
O 0.8971 5.0483 1.0591
C 2.1956 5.4851 0.6285
H 0.8968 3.1565 3.1511
H 0.0287 1.7605 3.0374
H -0.7456 3.0910 3.8409
H -1.4567 2.2615 -1.2303
H -1.3339 3.6684 -2.4399
H -2.6725 3.4726 -1.2566
H 1.8704 6.2673 -0.0573
H 2.7982 4.7920 0.0414
H 2.7251 5.8006 1.5275
C 3.9746 -4.5936 7.1231
O 2.9319 -4.5086 6.3251
P 3.0226 -3.7028 4.8198
O 3.7019 -2.3672 4.8894
O 3.7178 -4.7925 3.8616
C 5.1147 -5.0267 3.9142
O 1.4993 -3.6583 4.2968
C 1.1208 -3.0147 3.0347
H 3.9208 -5.5323 7.6745
H 3.7966 -3.7254 7.7578
H 4.9397 -4.6780 6.6236
H 5.6789 -4.1921 4.3302
H 5.5711 -5.2126 2.9419
H 5.1681 -5.9430 4.5021
H 1.0184 -1.9476 3.2320
H 0.1622 -3.4974 2.8441
H 1.7234 -3.1960 2.1447
C -6.5698 0.1596 -0.1749
O -6.8042 0.7145 -1.3387
P -6.0517 2.0679 -1.9121
O -6.6362 3.3142 -1.3261
O -6.1523 1.9138 -3.5473
C -5.3682 2.6798 -4.4486
O -4.4787 1.8463 -1.6629
C -3.7077 0.7773 -2.1435
H -7.3562 0.2040 0.5786
H -5.5644 0.4091 0.1641
H -6.5452 -0.9123 -0.3716
H -5.0875 3.6596 -4.0621
H -5.9181 2.8085 -5.3808
H -4.3684 2.2781 -4.6140
H -3.1915 1.1084 -3.0446
H -4.3195 -0.1081 -2.3170
H -2.9777 0.3734 -1.4421
O -5.5567 -3.7292 1.6632
C -5.3047 -3.5453 2.8124
O -4.7245 -2.4266 3.4120
C -4.2531 -1.3696 2.4767
C -2.7296 -1.4996 2.5701
C -5.7525 -4.5772 3.7857
H -4.5585 -0.4252 2.9270
H -4.7674 -1.4961 1.5240
H -2.3508 -2.3601 2.0186
H -2.2029 -1.4656 3.5237
H -2.4600 -0.5955 2.0241
H -6.6016 -4.2382 4.3792
H -4.9520 -4.7075 4.5141
H -6.0618 -5.5176 3.3296

Force components x, y, z for each atom (eV/Å):
Pb -1.5772 -1.0414 0.9600
C 1.5405 0.2367 0.0656
C -1.9314 2.3713 0.2698
O -0.7398 -0.0745 -0.5451
O 3.1662 -0.7957 0.6727
H -0.5569 0.3500 -0.3336
H -0.3828 -0.5231 -0.6065
H 0.0828 -0.1011 0.1247
C 0.4137 -1.6231 0.3033
Cl 0.8846 0.4377 1.4578
Cl -0.9315 0.9706 -1.0863
H -0.1964 0.0853 0.0334
H -0.1685 0.1459 -0.7166
C 1.4835 1.2812 0.0363
O -2.5721 -2.1446 0.6199
P 2.3067 -0.8378 1.7270
O -0.6837 0.4245 -0.4617
O 0.6928 1.3984 -1.5087
C -1.7406 -0.4360 1.1675
O 0.8005 0.6203 -1.2256
C 1.2311 -1.7357 2.2058
H -0.0117 -0.8228 0.1677
H -0.6302 0.0297 -0.7276
H -0.4821 0.0383 0.2996
H -0.4391 -0.5624 -0.1950
H 1.4333 0.6929 0.0604
H -0.0834 0.7076 0.1169
H -0.9820 1.0521 -0.8334
H 0.3246 -0.1551 -1.0755
H -0.6878 0.3243 -0.2358
C 0.1304 -0.7791 -0.3181
O 1.9580 2.1727 0.8795
P -1.9750 1.3736 -1.4464
O -0.0397 -0.9032 -1.0869
O -0.2088 0.7215 1.1002
C 0.8626 -0.0051 1.6748
O 1.1067 -2.5664 0.6990
C -1.5575 0.3630 -1.1371
H 0.2721 0.0985 0.1423
H -0.1824 0.2005 0.3486
H 0.0023 0.0927 -0.1168
H -0.3979 -0.7071 -0.4953
H 0.1985 0.4364 -0.6003
H -0.4805 0.1985 0.2060
H -0.3272 -0.5346 -0.2115
H -0.0953 -0.3322 0.1472
H 0.8243 0.2423 0.2130
C 1.4312 -1.7115 0.5485
O 0.0875 0.8776 -0.5980
P -2.7758 3.9156 1.0007
O 1.2881 -1.1415 -1.2578
O 2.5009 -1.1091 2.3200
C -0.7397 0.5412 0.1119
O -1.0251 -3.5938 -0.6466
C -0.7371 0.7455 -0.6342
H -0.1180 0.8882 -0.2644
H -0.4451 -0.2958 -0.0660
H -0.4116 0.5824 -0.7071
H 0.6664 0.0415 -0.2287
H -0.1979 -0.7021 -0.2066
H 0.0108 0.1809 -0.2521
H 1.0615 0.6387 0.1941
H -0.2594 -0.5250 0.3163
H 0.0208 0.2323 -0.3484
C 2.5858 0.0190 2.7100
O -4.6941 1.0039 -7.0695
P 0.3548 0.3204 1.5952
O -0.7427 -1.9317 -0.1708
O -1.1280 1.2890 -0.2617
C 0.5561 -0.5909 0.4282
O 1.7125 -0.5212 0.1820
C -0.6173 -0.3944 0.8202
H -0.2448 0.0687 0.3953
H 1.5437 -0.1084 0.8300
H 0.2306 0.6916 0.0294
H -0.2031 -0.0269 0.3440
H -0.6340 -0.0330 -0.2625
H 0.7860 0.1216 0.1118
H -0.0297 -0.0713 -0.1625
H -0.1199 0.4250 -0.1045
H 0.6268 -0.1970 0.4681
C 1.4070 -3.2498 3.1533
O -0.2533 4.0472 -5.8945
P -1.5380 0.5167 -0.0969
O 1.5978 -1.9838 -1.0682
O -0.4470 -0.6709 2.0033
C 0.7325 0.9307 0.2352
O -0.6663 0.8659 1.1705
C -0.0586 -1.1697 -0.5729
H 0.0310 1.0073 0.0978
H -0.1046 0.1738 0.8091
H 0.2559 -0.4550 0.1765
H -0.6829 0.3223 0.2314
H 0.0711 -0.2118 0.1793
H -0.1847 -0.8254 -0.2673
H 0.0041 -0.2352 0.0136
H -0.2768 0.0879 -0.5575
H 0.1381 0.8075 0.4177
O 0.6767 1.1672 -1.5147
C -0.7236 0.2796 1.2932
O -1.1271 -0.8969 -1.6563
C 0.3158 -1.5386 2.6243
C -0.2438 0.9539 -1.9198
C 0.3807 -0.0011 1.5476
H -0.1553 -0.0780 0.0129
H 0.6396 -0.1472 -0.1587
H -0.1383 -0.0413 -0.0549
H -0.8775 0.0342 0.3167
H 0.9039 0.0723 -0.1715
H -0.0425 0.3375 -0.1002
H -0.0192 -0.3877 0.0913
H 0.3908 0.2728 -0.2394

- Kohn-Sham gap: 8.43 eV
- E_tot: -5498.9516 Ha
- HOMO: -11.77 eV
- Charge: +1
- ΔE to the lowest compared entry with this formula, charge and spin: 5.9848 eV

Here are the Löwdin charges for atoms 1 to 4, given in e: number 1, Pb, carries 1.7141; number 2, C, carries 0.0176; number 3, C, carries -0.7055; number 4, O, carries -0.1763


Look up the HOMO of the first one. -13.03 eV